Record 1
{"formula": "C48H112BN6", "method": "ωB97M-V with the def2-TZVPD basis set", "homo_ev": -18.82, "e_above_lowest_ev": 79.533, "charge": 5, "gap_ev": 8.094, "elements": ["B", "H", "H", "H", "H", "C", "C", "C", "N", "C", "C", "C", "C", "C", "H", "H", "H", "H", "H", "H", "H", "H", "H", "H", "H", "H", "H", "H", "H", "H", "H", "H", "C", "C", "C", "N", "C", "C", "C", "C", "C", "H", "H", "H", "H", "H", "H", "H", "H", "H", "H", "H", "H", "H", "H", "H", "H", "H", "H", "C", "C", "C", "N", "C", "C", "C", "C", "C", "H", "H", "H", "H", "H", "H", "H", "H", "H", "H", "H", "H", "H", "H", "H", "H", "H", "H", "C", "C", "C", "N", "C", "C", "C", "C", "C", "H", "H", "H", "H", "H", "H", "H", "H", "H", "H", "H", "H", "H", "H", "H", "H", "H", "H", "C", "C", "C", "N", "C", "C", "C", "C", "C", "H", "H", "H", "H", "H", "H", "H", "H", "H", "H", "H", "H", "H", "H", "H", "H", "H", "H", "C", "C", "C", "N", "C", "C", "C", "C", "C", "H", "H", "H", "H", "H", "H", "H", "H", "H", "H", "H", "H", "H", "H", "H", "H", "H", "H"], "positions_angstrom": [[0.210, 0.566, 0.662], [-0.442, -0.243, 0.952], [0.030, 1.416, 1.301], [1.251, 0.296, 0.753], [-0.008, 0.897, -0.342], [4.698, -4.592, 0.366], [3.738, -3.458, -0.176], [3.879, -2.102, 0.673], [3.019, -0.914, 0.093], [2.917, 0.291, 1.112], [1.538, -1.451, -0.304], [1.586, -1.572, -1.834], [2.484, -0.381, -2.192], [3.700, -0.412, -1.228], [5.599, -4.431, -0.226], [4.346, -5.596, 0.132], [4.882, -4.535, 1.439], [2.718, -3.843, -0.194], [3.942, -3.259, -1.228], [4.867, -1.646, 0.733], [3.478, -2.210, 1.680], [2.357, 1.099, 0.640], [3.969, 0.535, 1.260], [2.470, -0.111, 2.021], [0.881, -0.665, 0.069], [1.372, -2.333, 0.316], [0.607, -1.522, -2.310], [1.804, -2.603, -2.110], [1.845, 0.481, -2.000], [2.638, -0.646, -3.238], [4.176, 0.535, -0.975], [4.480, -1.107, -1.540], [0.342, 2.621, 4.231], [-0.017, 1.189, 3.804], [1.243, 0.272, 3.608], [0.869, -1.252, 3.572], [0.222, -1.771, 4.905], [-0.015, -1.449, 2.342], [0.174, -2.917, 1.985], [1.596, -3.332, 2.407], [2.091, -2.132, 3.139], [0.577, 2.739, 5.289], [-0.470, 3.307, 3.993], [1.204, 3.100, 3.766], [-0.752, 1.227, 3.000], [-0.531, 0.728, 4.648], [1.844, 0.430, 4.504], [1.765, 0.625, 2.719], [0.806, -1.540, 5.796], [0.296, -2.858, 4.871], [-0.845, -1.554, 4.930], [-1.022, -1.174, 2.654], [0.444, -0.845, 1.559], [-0.558, -3.601, 2.415], [0.241, -2.962, 0.898], [1.511, -4.241, 3.002], [2.234, -3.695, 1.601], [2.698, -2.349, 4.018], [2.636, -1.553, 2.394], [-1.054, -0.317, -0.464], [-1.431, -1.785, -0.539], [-0.724, -2.571, -1.612], [-1.373, -3.969, -1.970], [-1.463, -4.788, -0.670], [-0.577, -4.670, -3.035], [-1.123, -4.134, -4.387], [-2.468, -3.430, -4.077], [-2.727, -3.856, -2.669], [-1.197, -0.038, -1.508], [-0.028, -0.174, -0.126], [-1.777, 0.195, 0.171], [-2.496, -1.859, -0.757], [-1.372, -2.230, 0.454], [0.332, -2.698, -1.372], [-0.850, -2.024, -2.547], [-0.434, -4.834, -0.314], [-1.953, -5.751, -0.811], [-2.177, -4.223, -0.071], [-0.712, -5.751, -2.986], [0.484, -4.515, -2.843], [-1.222, -4.927, -5.129], [-0.316, -3.607, -4.897], [-3.214, -3.720, -4.817], [-2.528, -2.345, -4.163], [-3.032, -4.890, -2.504], [-3.438, -3.183, -2.190], [5.471, 2.300, 0.792], [3.929, 2.106, 0.766], [3.158, 3.346, 0.447], [1.584, 3.264, 0.448], [0.965, 2.378, -0.635], [1.076, 4.712, 0.238], [-0.326, 4.730, 0.864], [-0.300, 3.602, 1.893], [1.045, 2.896, 1.849], [5.772, 3.043, 1.531], [5.854, 2.606, -0.182], [5.931, 1.462, 1.315], [3.563, 1.681, 1.700], [3.686, 1.361, 0.008], [3.403, 3.852, -0.487], [3.510, 4.057, 1.193], [1.355, 2.651, -1.615], [-0.119, 2.487, -0.672], [1.080, 1.323, -0.388], [1.188, 4.818, -0.841], [1.676, 5.421, 0.808], [-1.084, 4.494, 0.117], [-0.502, 5.722, 1.280], [-1.150, 2.976, 1.623], [-0.435, 4.022, 2.890], [1.052, 1.808, 1.923], [1.754, 3.276, 2.584], [-2.117, 3.278, -6.751], [-1.586, 2.092, -5.853], [-2.337, 2.091, -4.470], [-1.725, 1.081, -3.501], [-1.845, -0.356, -3.936], [-0.219, 1.438, -3.226], [-0.028, 1.175, -1.651], [-1.360, 1.762, -1.180], [-2.419, 1.248, -2.074], [-1.406, 3.583, -7.519], [-2.217, 4.155, -6.112], [-3.007, 3.074, -7.347], [-0.538, 2.177, -5.566], [-1.689, 1.146, -6.386], [-3.390, 1.814, -4.526], [-2.238, 3.009, -3.891], [-2.874, -0.701, -4.037], [-1.405, -0.827, -3.056], [-1.085, -0.492, -4.705], [0.381, 0.776, -3.850], [-0.022, 2.501, -3.363], [0.137, 0.121, -1.425], [0.853, 1.710, -1.297], [-1.695, 1.333, -0.235], [-1.294, 2.846, -1.269], [-2.826, 0.270, -1.818], [-3.362, 1.791, -2.137], [-3.154, -2.443, 0.738], [-3.421, -0.943, 0.895], [-2.371, -0.252, 1.744], [-2.554, 1.270, 1.910], [-2.340, 1.910, 0.528], [-1.623, 1.874, 3.004], [-2.270, 3.139, 3.522], [-3.722, 2.810, 3.218], [-3.934, 1.567, 2.463], [-3.983, -2.921, 1.260], [-2.212, -2.707, 1.219], [-3.181, -2.719, -0.316], [-4.456, -0.681, 1.115], [-3.462, -0.492, -0.097], [-1.388, -0.406, 1.300], [-2.485, -0.537, 2.790], [-1.333, 1.685, 0.178], [-2.449, 2.985, 0.668], [-3.014, 1.620, -0.278], [-0.697, 2.062, 2.460], [-1.422, 1.121, 3.766], [-1.868, 4.038, 3.057], [-2.033, 3.133, 4.586], [-4.015, 3.657, 2.597], [-4.371, 2.886, 4.090], [-4.575, 1.616, 1.583], [-4.232, 0.833, 3.211]], "lowdin_charge": [-0.7142, 0.0342, 0.0882, 0.0575, 0.0241, -0.0374, -0.1860, -0.0411, -0.0912, -0.1417, -0.0421, -0.1537, -0.0460, 0.0070, 0.0901, 0.0902, 0.0858, 0.0776, 0.1028, 0.1518, 0.0625, 0.0778, 0.0988, 0.0691, 0.0341, 0.0889, 0.0825, 0.1292, 0.0982, 0.1504, 0.1136, 0.1447, -0.0194, -0.2636, -0.0274, -0.1424, 0.0959, -0.1168, -0.1217, -0.1136, -0.0720, 0.1438, 0.0481, 0.0850, -0.0940, 0.1507, 0.1549, 0.0668, 0.1264, 0.1104, 0.1100, 0.1076, 0.0771, 0.1454, 0.0669, 0.1443, 0.0918, 0.1691, 0.0604, -0.3056, -0.1737, -0.0813, -0.2088, 0.0819, -0.0759, -0.0918, -0.1167, -0.0720, 0.0752, -0.0276, 0.0741, 0.0647, 0.0537, 0.0703, 0.0938, 0.1166, 0.1314, 0.0777, 0.1505, 0.1310, 0.1347, 0.1179, 0.1499, 0.0538, 0.1550, 0.1379, 0.0078, -0.3363, -0.0377, -0.1153, -0.1509, -0.0274, -0.0563, -0.2133, -0.1100, 0.1017, 0.1092, 0.0966, 0.1025, 0.0442, 0.1532, 0.1489, 0.1994, 0.1017, 0.1013, 0.1447, 0.1513, 0.1079, 0.1482, 0.0679, 0.0991, 0.0687, 0.1376, -0.0505, -0.1749, -0.0945, -0.1943, 0.0222, 0.0550, -0.3352, -0.2996, -0.0339, 0.0871, 0.0766, 0.0910, 0.0922, 0.1101, 0.1438, 0.1333, 0.1292, 0.0530, 0.1321, 0.1342, 0.1506, 0.0895, -0.1203, -0.0970, 0.1835, 0.1334, 0.1644, -0.1074, -0.1217, -0.1313, -0.0719, -0.0153, -0.2623, -0.0835, -0.1067, -0.0651, 0.1297, 0.0654, 0.0549, 0.1413, 0.1127, 0.0254, 0.1605, 0.0403, 0.1798, 0.1513, 0.0760, 0.1187, 0.1234, 0.1570, 0.1365, 0.1511, 0.1523, 0.1574]}

---

Record 2
{"formula": "C18H8CdCl2N5O5", "method": "ωB97M-V with the def2-TZVPD basis set", "homo_ev": -5.54, "e_above_lowest_ev": 0.000, "charge": -1, "gap_ev": 7.317, "elements": ["Cd", "Cl", "C", "C", "C", "Cl", "C", "C", "C", "C", "N", "C", "C", "O", "H", "H", "H", "H", "O", "C", "O", "C", "C", "C", "C", "C", "C", "N", "O", "O", "H", "H", "H", "H", "N", "C", "N", "C", "N"], "positions_angstrom": [[2.219, -0.343, 0.184], [-2.338, -1.091, -2.063], [-2.018, -1.052, -0.357], [-3.093, -1.198, 0.530], [-2.902, -1.170, 1.878], [-4.271, -1.378, 2.948], [-1.607, -0.965, 2.409], [-1.317, -0.896, 3.790], [-0.044, -0.654, 4.212], [0.964, -0.474, 3.251], [0.733, -0.554, 1.965], [-0.531, -0.805, 1.510], [-0.704, -0.883, 0.068], [0.287, -0.788, -0.743], [-4.088, -1.333, 0.128], [-2.119, -1.031, 4.502], [0.199, -0.592, 5.264], [1.980, -0.246, 3.549], [1.890, 3.676, 0.794], [1.956, 2.663, 0.121], [2.830, 1.714, 0.263], [0.978, 2.481, -1.023], [-0.295, 3.030, -0.919], [-1.226, 2.838, -1.923], [-0.846, 2.117, -3.039], [0.413, 1.574, -3.184], [1.324, 1.759, -2.157], [-1.833, 1.920, -4.129], [-2.970, 2.299, -3.937], [-1.471, 1.311, -5.116], [-0.542, 3.594, -0.030], [-2.230, 3.231, -1.856], [0.656, 1.006, -4.069], [2.317, 1.338, -2.236], [2.849, -6.385, -0.450], [3.384, -5.383, -0.223], [4.085, -4.313, 0.087], [3.756, -3.093, 0.012], [3.626, -1.928, -0.013]], "lowdin_charge": [1.3677, 0.7110, -0.5818, -0.1338, -0.6141, 0.6513, -0.1788, -0.0240, -0.0517, -0.1302, 0.0255, -0.1408, -0.4274, -0.2043, 0.1034, 0.0882, 0.1035, 0.1119, 0.0430, -0.6498, -0.2087, -0.1535, -0.0007, 0.0067, -0.1652, 0.0029, -0.0437, -0.3565, 0.0582, 0.0616, 0.1200, 0.1168, 0.1212, 0.1101, 0.0685, -0.4180, 0.0558, -0.4103, -0.0339]}

---

Record 3
{"formula": "C17H18F3N3O4S", "method": "ωB97M-V with the def2-TZVPD basis set", "homo_ev": -5.63, "e_above_lowest_ev": 3.804, "gap_ev": 4.111, "elements": ["F", "C", "F", "F", "S", "N", "C", "O", "C", "C", "C", "O", "H", "H", "H", "H", "C", "O", "C", "C", "N", "C", "N", "C", "C", "C", "C", "O", "C", "C", "C", "C", "H", "H", "H", "H", "H", "H", "H", "H", "H", "H", "H", "H", "H", "H"], "positions_angstrom": [[2.190, -1.802, 2.469], [0.881, -1.592, 2.150], [0.247, -2.783, 2.095], [0.311, -0.920, 3.147], [0.706, -0.828, 0.372], [-3.659, -1.194, 2.784], [-4.213, -0.005, 2.346], [-3.756, 1.073, 1.996], [-5.752, -0.361, 2.368], [-5.737, -1.906, 2.278], [-4.203, -2.227, 2.073], [-3.763, -3.159, 1.417], [-6.199, -0.061, 3.323], [-6.316, 0.123, 1.561], [-6.054, -2.301, 3.259], [-6.378, -2.338, 1.501], [2.719, 1.452, 2.351], [2.303, 0.966, 1.059], [1.878, 1.821, 0.067], [1.948, 1.327, -1.249], [2.493, -0.046, -1.412], [1.979, -1.059, -0.625], [2.313, -2.266, -1.187], [1.720, -3.554, -0.763], [3.117, -2.018, -2.276], [3.277, -0.651, -2.393], [1.200, 2.008, -2.256], [0.998, 1.351, -3.441], [0.382, 2.072, -4.550], [0.597, 3.262, -1.960], [0.710, 3.818, -0.691], [1.289, 3.073, 0.337], [3.180, 0.584, 2.826], [3.471, 2.205, 2.106], [1.919, 1.874, 2.983], [1.171, -3.325, 0.163], [1.011, -3.927, -1.523], [2.442, -4.361, -0.591], [3.522, -2.898, -2.760], [3.945, -0.088, -3.027], [0.286, 1.332, -5.346], [-0.599, 2.494, -4.288], [0.997, 2.901, -4.917], [-0.057, 3.720, -2.675], [0.264, 4.781, -0.461], [1.220, 3.434, 1.359]], "lowdin_charge": [0.0913, -0.6983, 0.0889, 0.1580, 1.2225, 0.0649, -0.5357, -0.0203, -0.1338, -0.1377, -0.5491, -0.0121, 0.0931, 0.0882, 0.0961, 0.0865, -0.0256, -0.2355, -0.2450, -0.0429, 0.0558, -0.5132, -0.0790, 0.0246, -0.0022, 0.0231, -0.1827, -0.0843, -0.0387, -0.0062, -0.0397, 0.0063, 0.0915, 0.1017, 0.1072, 0.0584, 0.1184, 0.1075, 0.1371, 0.1370, 0.0944, 0.0926, 0.0992, 0.0991, 0.1201, 0.1180]}

---

Record 4
{"formula": "C42H38As2FeN2OS2", "method": "ωB97M-V with the def2-TZVPD basis set", "homo_ev": [-7.34, -7.51], "spin_multiplicity": 5, "gap_ev": [7.832, 7.916], "elements": ["Fe", "C", "C", "N", "N", "C", "S", "S", "C", "C", "C", "C", "C", "C", "C", "C", "C", "C", "C", "C", "C", "O", "H", "H", "H", "H", "H", "H", "H", "H", "H", "H", "H", "H", "H", "H", "C", "C", "As", "C", "C", "C", "C", "C", "C", "C", "C", "C", "C", "C", "C", "As", "C", "C", "C", "C", "C", "C", "C", "C", "C", "C", "C", "C", "H", "H", "H", "H", "H", "H", "H", "H", "H", "H", "H", "H", "H", "H", "H", "H", "H", "H", "H", "H", "H", "H", "H", "H"], "positions_angstrom": [[-7.171, -4.264, -22.157], [-6.053, -8.522, -22.023], [-6.480, -7.164, -22.533], [-7.039, -6.302, -21.744], [-7.172, -6.685, -20.440], [-6.831, -5.800, -19.591], [-6.116, -4.208, -20.019], [-7.066, -6.194, -17.863], [-5.353, -6.232, -17.278], [-4.522, -7.366, -17.854], [-3.761, -7.185, -19.001], [-3.083, -8.259, -19.551], [-3.121, -9.502, -18.941], [-3.871, -9.683, -17.789], [-4.559, -8.624, -17.266], [-6.366, -6.882, -23.985], [-6.250, -7.960, -24.890], [-6.219, -7.814, -26.265], [-6.255, -6.529, -26.814], [-6.322, -5.429, -26.016], [-6.391, -5.563, -24.591], [-6.439, -4.446, -23.906], [-5.796, -8.457, -20.964], [-5.192, -8.887, -22.582], [-6.896, -9.213, -22.105], [-5.442, -6.329, -16.205], [-4.885, -5.265, -17.480], [-3.773, -6.195, -19.473], [-2.512, -8.118, -20.465], [-2.590, -10.342, -19.383], [-3.896, -10.641, -17.279], [-5.179, -8.759, -16.376], [-6.242, -8.963, -24.486], [-6.102, -8.673, -26.912], [-6.202, -6.390, -27.890], [-6.384, -4.429, -26.377], [-10.366, -1.610, -22.184], [-9.616, -1.059, -23.408], [-8.430, -2.497, -24.136], [-9.701, -3.679, -25.010], [-10.699, -4.187, -24.191], [-11.667, -5.013, -24.711], [-11.630, -5.388, -26.053], [-10.576, -4.981, -26.839], [-9.608, -4.120, -26.334], [-7.478, -1.696, -25.607], [-6.097, -1.637, -25.555], [-5.392, -1.048, -26.597], [-6.053, -0.593, -27.721], [-7.441, -0.694, -27.794], [-8.144, -1.226, -26.735], [-9.188, -2.743, -20.985], [-8.048, -1.374, -20.214], [-7.096, -0.770, -21.050], [-6.207, 0.163, -20.545], [-6.249, 0.478, -19.195], [-7.127, -0.165, -18.345], [-8.041, -1.085, -18.860], [-10.465, -3.108, -19.587], [-10.565, -4.418, -19.110], [-11.416, -4.699, -18.044], [-12.213, -3.707, -17.516], [-12.155, -2.423, -18.018], [-11.279, -2.125, -19.038], [-11.219, -2.213, -22.468], [-10.717, -0.790, -21.567], [-8.962, -0.248, -23.117], [-10.313, -0.629, -24.134], [-10.697, -3.987, -23.135], [-12.420, -5.394, -24.050], [-12.398, -6.048, -26.431], [-10.509, -5.309, -27.871], [-8.764, -3.808, -26.923], [-5.580, -2.038, -24.674], [-4.313, -0.977, -26.511], [-5.498, -0.189, -28.563], [-7.960, -0.367, -28.680], [-9.219, -1.294, -26.799], [-7.026, -1.072, -22.093], [-5.482, 0.630, -21.206], [-5.577, 1.211, -18.773], [-7.149, 0.044, -17.283], [-8.742, -1.580, -18.199], [-9.973, -5.205, -19.559], [-11.429, -5.717, -17.649], [-12.861, -3.932, -16.680], [-12.753, -1.638, -17.591], [-11.204, -1.100, -19.411]], "lowdin_charge": [0.4240, -0.0158, -0.2229, -0.0823, -0.0709, -1.0426, 0.5278, 0.8488, -0.4466, -0.2874, -0.0558, -0.0941, -0.0960, -0.0928, -0.0635, -0.0849, -0.0539, -0.0999, -0.0958, -0.0266, -0.3116, -0.2988, 0.0621, 0.0828, 0.1008, 0.0685, 0.0664, 0.1039, 0.1061, 0.1022, 0.1049, 0.1184, 0.0985, 0.0949, 0.1051, 0.0909, -0.4009, -0.3928, 1.2797, -0.3486, -0.1335, -0.0767, -0.0833, -0.0792, -0.0956, -0.3926, -0.1207, -0.0832, -0.0828, -0.0819, -0.1229, 1.2428, -0.4099, -0.1409, -0.0772, -0.0901, -0.0739, -0.1035, -0.3996, -0.1025, -0.0772, -0.0885, -0.0848, -0.1232, 0.0469, 0.0558, 0.0486, 0.0723, 0.0566, 0.1013, 0.1023, 0.1066, 0.0877, 0.1029, 0.1062, 0.1048, 0.1020, 0.1031, 0.0590, 0.1076, 0.1014, 0.1051, 0.0984, 0.0873, 0.1116, 0.1046, 0.1029, 0.1045]}

---

Number 3 is which compound? C17H18F3N3O4S